The following is a DFT calculation (ωB97M-V/def2-TZVPD) of 3 unconnected molecules or ions with the total composition C2H9NO3 at a distorted geometry.

ΔE to the lowest compared entry with this formula, charge and spin = 2.699 eV
frontier orbital gap = 10.39 eV
structure (SMILES) = NCC=O.O.O
highest occupied orbital energy = -9.963 eV
calculated total energy = -9850.947 eV
F_max = 4.41 eV Å⁻¹

Atoms and positions in Å:
N  1.673267  -0.568153  -0.094848
C  1.852333  -0.934305  1.335970
C  0.975810  -0.162043  2.216730
O  -0.201487  -0.322112  2.247217
H  2.219278  -1.204839  -0.755814
H  1.938483  0.369179  -0.361204
H  1.652224  -1.944496  1.447702
H  2.847948  -0.596714  1.592955
H  1.596095  0.587293  2.791699
O  -4.564883  2.866988  -1.765795
H  -5.452147  2.820932  -2.245736
H  -4.477722  2.497842  -0.928454
O  0.052613  -1.443130  -2.038947
H  0.346180  -1.206137  -1.087047
H  -0.457992  -0.760302  -2.354429

Cartesian forces (eV/Å) of the 3 atoms listed first:
N 0.35 -1.76 -1.02
C 1.80 2.19 -2.25
C 0.37 0.89 0.16



The following is a DFT calculation (ωB97M-V/def2-TZVPD) of 2 unconnected molecules or ions with the total composition C2H9NOS2 at a distorted geometry.

ΔE to the lowest compared entry with this formula, charge and spin = 1.366 eV
frontier orbital gap = 8.53 eV
structure (SMILES) = CSS.NCO
highest occupied orbital energy = -7.883 eV
calculated total energy = -27426.727 eV
F_max = 3.15 eV Å⁻¹

Atoms and positions in Å:
C  2.721278  -1.575371  2.131572
S  0.971547  -1.522155  1.379635
S  1.272146  -1.759749  -0.630197
H  3.562523  -2.211228  1.851914
H  3.225556  -0.552572  1.956057
H  2.351897  -1.778433  3.164695
H  0.190453  -0.989371  -0.882575
N  -0.844505  0.826816  -1.704727
C  -1.774098  1.295790  -0.643027
O  -2.678247  2.380704  -0.874206
H  -1.352080  0.451238  -2.531227
H  -0.371008  1.630873  -2.088930
H  -1.265997  1.329389  0.311448
H  -2.430765  0.423207  -0.459978
H  -3.578694  2.050859  -0.980456

Cartesian forces (eV/Å) of the 3 atoms listed first:
C -0.58 2.31 0.00
S 1.67 -0.67 0.91
S -0.21 -0.04 -0.46



The following is a DFT calculation (ωB97M-V/def2-TZVPD) of 2 unconnected molecules or ions with the total composition C2H9NOS2 at a distorted geometry.

ΔE to the lowest compared entry with this formula, charge and spin = 1.120 eV
frontier orbital gap = 8.84 eV
structure (SMILES) = CNCO.SS
highest occupied orbital energy = -8.595 eV
calculated total energy = -27426.974 eV
F_max = 2.21 eV Å⁻¹

Atoms and positions in Å:
C  1.053403  -0.453152  0.596228
N  1.414119  -0.128856  -0.789674
C  0.296171  0.046571  -1.655095
O  0.693672  0.120662  -3.041051
H  0.528108  0.421907  1.037521
H  1.965254  -0.479566  1.191611
H  0.503466  -1.361685  0.705607
H  2.029594  -0.855946  -1.147150
H  -0.463101  -0.789104  -1.576342
H  -0.184812  0.996180  -1.360943
H  1.216969  0.927379  -3.177325
S  -2.070404  -0.507674  2.791863
S  -2.379197  1.275197  1.814097
H  -2.233700  -1.331596  1.730024
H  -2.369542  2.119685  2.880628

Cartesian forces (eV/Å) of the 3 atoms listed first:
C 0.67 2.10 -0.09
N 0.92 -0.48 0.47
C -0.80 0.17 -0.85



The following is a DFT calculation (ωB97M-V/def2-TZVPD) of a gas-phase ion, C2H9NPS (charge +1) at a distorted geometry.

ΔE to the lowest compared entry with this formula, charge and spin = 0.747 eV
frontier orbital gap = 10.21 eV
structure (SMILES) = C[C@H]([NH3+])PS
highest occupied orbital energy = -13.933 eV
net charge = +1
calculated total energy = -23826.319 eV
F_max = 4.37 eV Å⁻¹

Atoms and positions in Å:
C  -0.784456  0.739320  -1.074519
C  -0.480102  -0.538009  -0.282595
N  -0.657021  -0.234063  1.325314
P  1.337338  -1.181634  -0.443009
S  2.104636  0.719305  0.355320
H  -0.239064  1.596019  -0.824553
H  -1.869719  0.848016  -1.308042
H  -0.353516  0.523768  -2.159815
H  -1.253492  -1.289562  -0.399193
H  0.169481  -0.141365  1.848316
H  -1.365361  0.522066  1.341533
H  -0.927653  -0.984439  1.927949
H  1.532299  -0.798926  -1.712265
H  2.786633  0.219510  1.405560

Cartesian forces (eV/Å) of the 3 atoms listed first:
C -0.46 -2.68 -3.42
C 0.63 0.47 1.42
N -1.70 -0.27 -2.12